# 1
# C28H32NO5

The ion C28H32NO5 with charge -1 in a non-equilibrium geometry (ωB97M-V/def2-TZVPD, the Open Molecules 2025 dataset).

Properties
HOMO level ... -3.58 eV
Total charge ... -1
Structure (SMILES) ... COc1ccc(O[C@H](c2ccc([N+](=O)[O-])cc2)c2cc(C(C)(C)C)c([O-])c(C(C)(C)C)c2)cc1
Energy above the lowest of the compared OMol25 structures with the same formula, charge and spin ... 0.0 kJ/mol
Spin multiplicity ... 1
LUMO energy ... 1.18 eV

Each line ends with the Löwdin charge.
Atoms and positions in Å:
C: 7.19 4.12 -0.37  -0.075
O: 6.97 2.68 -0.26  -0.130
C: 5.67 2.24 -0.16  -0.298
C: 5.57 0.85 -0.08  -0.032
C: 4.34 0.26 -0.07  -0.018
C: 3.14 1.03 -0.14  -0.279
O: 2.00 0.33 -0.22  -0.039
C: 3.26 2.46 -0.14  -0.018
C: 4.51 3.06 -0.14  -0.039
H: 8.28 4.23 -0.45  0.085
H: 6.67 4.50 -1.29  0.095
H: 6.79 4.63 0.54  0.093
H: 6.51 0.29 -0.04  0.121
H: 4.25 -0.82 0.00  0.118
H: 2.36 3.10 -0.10  0.095
H: 4.61 4.17 -0.10  0.107
C: -1.53 -3.24 -3.82  -0.059
C: -1.81 -1.74 -3.68  -0.554
C: -0.83 -0.96 -4.55  -0.083
C: -3.24 -1.46 -4.14  -0.059
C: -1.66 -1.38 -2.18  -0.082
C: -0.60 -0.61 -1.70  -0.006
C: -0.52 -0.23 -0.35  -0.188
C: 0.50 0.84 0.04  -0.114
C: 0.46 1.28 1.49  -0.160
C: 0.58 0.38 2.58  -0.007
C: 0.60 0.90 3.86  0.016
C: 0.54 2.30 4.05  -0.157
N: 0.41 2.83 5.37  -0.326
O: 0.32 4.07 5.49  0.041
O: 0.37 2.01 6.32  0.041
C: 0.48 3.16 2.95  0.005
C: 0.46 2.66 1.68  -0.040
C: -1.45 -0.76 0.57  -0.013
C: -2.52 -1.58 0.19  -0.083
C: -3.50 -2.18 1.21  -0.552
C: -4.95 -1.94 0.78  -0.062
C: -3.34 -1.61 2.63  -0.079
C: -3.29 -3.69 1.26  -0.060
C: -2.60 -1.96 -1.22  -0.334
O: -3.39 -2.88 -1.57  -0.101
H: -2.27 -3.79 -3.24  0.072
H: -1.61 -3.55 -4.86  0.072
H: -0.54 -3.48 -3.45  0.085
H: -1.01 0.12 -4.46  0.083
H: 0.21 -1.17 -4.28  0.078
H: -0.97 -1.24 -5.60  0.075
H: -3.48 -0.40 -4.01  0.083
H: -3.35 -1.73 -5.19  0.074
H: -3.93 -2.06 -3.55  0.070
H: 0.09 -0.16 -2.40  0.102
H: 0.43 1.75 -0.67  0.154
H: 0.54 -0.74 2.42  0.149
H: 0.62 0.25 4.76  0.129
H: 0.43 4.24 3.10  0.120
H: 0.31 3.28 0.78  0.124
H: -1.47 -0.38 1.57  0.068
H: -5.10 -2.39 -0.19  0.070
H: -5.61 -2.40 1.50  0.074
H: -5.15 -0.87 0.72  0.084
H: -2.35 -1.81 3.06  0.079
H: -3.55 -0.54 2.67  0.085
H: -4.07 -2.11 3.28  0.075
H: -2.27 -3.94 1.56  0.085
H: -3.99 -4.14 1.98  0.073
H: -3.49 -4.11 0.28  0.071



# 2
# C28H33BN2O4

A cluster of 2 separate species, C28H33BN2O4 in total in a non-equilibrium geometry (ωB97M-V/def2-TZVPD, the Open Molecules 2025 dataset).

Properties
HOMO level ... -6.79 eV
Structure (SMILES) ... Cc1ccc([C@H](c2ccc(N(C)C)cc2)c2cn(C)c3ccccc23)o1.CC12COB(OC1)OC2
Spin multiplicity ... 1
LUMO energy ... 0.09 eV

Each line ends with the Löwdin charge.
Atoms and positions in Å:
C: -2.55 -1.71 -3.94  0.003
C: -1.36 -1.71 -3.07  -0.322
C: -0.37 -2.68 -2.97  -0.033
C: 0.42 -2.41 -1.86  -0.010
C: 0.12 -1.06 -1.49  -0.193
B: -3.60 -0.39 -0.96  -0.731
O: -4.93 -0.32 -0.88  0.132
C: -5.02 0.10 0.62  0.040
C: -3.52 0.33 1.21  -0.366
C: -3.47 0.72 2.66  -0.031
C: -3.04 1.46 0.25  -0.114
O: -2.76 0.82 -1.01  0.049
C: -2.60 -0.97 0.94  -0.134
O: -2.96 -1.51 -0.29  0.060
O: -1.06 -0.69 -2.25  0.013
H: -2.56 -2.73 -4.40  0.100
H: -3.47 -1.62 -3.35  0.088
H: -2.52 -1.01 -4.79  0.100
H: -0.29 -3.49 -3.66  0.101
H: 1.05 -3.07 -1.24  0.122
H: -5.61 1.03 0.55  0.133
H: -5.54 -0.73 1.09  0.132
H: -2.44 0.97 2.95  0.090
H: -4.10 1.60 2.82  0.089
H: -3.83 -0.09 3.31  0.095
H: -3.82 2.18 0.01  0.129
H: -2.25 2.06 0.68  0.091
H: -1.44 -0.67 0.73  0.082
H: -2.65 -1.72 1.76  0.131
C: 2.73 5.24 -0.70  -0.054
N: 2.63 4.09 -1.60  -0.204
C: 3.70 3.92 -2.56  -0.059
C: 1.75 3.13 -1.35  -0.236
C: 1.63 1.98 -2.21  0.011
C: 0.97 0.89 -1.75  -0.063
C: 0.29 0.94 -0.54  -0.212
C: -0.11 -0.35 0.13  -0.130
C: 0.88 -1.28 0.70  -0.167
C: 0.80 -2.11 1.89  -0.087
C: -0.05 -2.04 3.01  -0.025
C: 0.32 -2.71 4.18  -0.097
C: 1.52 -3.46 4.26  -0.084
C: 2.43 -3.43 3.17  -0.026
C: 2.06 -2.78 2.00  -0.164
N: 2.89 -2.29 0.98  -0.109
C: 4.33 -2.43 0.96  -0.020
C: 2.15 -1.45 0.17  -0.027
C: 0.13 2.13 0.15  -0.035
C: 0.93 3.20 -0.19  -0.011
H: 1.74 5.57 -0.37  0.083
H: 3.36 5.03 0.17  0.096
H: 3.24 6.04 -1.24  0.079
H: 4.35 3.07 -2.32  0.096
H: 3.27 3.84 -3.57  0.096
H: 4.28 4.84 -2.51  0.072
H: 2.10 1.85 -3.20  0.110
H: 0.98 -0.16 -2.31  0.147
H: -0.23 0.15 1.21  0.196
H: -0.98 -1.44 2.99  0.093
H: -0.30 -2.68 5.06  0.092
H: 1.81 -4.01 5.16  0.099
H: 3.41 -3.88 3.18  0.090
H: 4.60 -3.37 1.47  0.086
H: 4.63 -2.41 -0.09  0.088
H: 4.79 -1.56 1.47  0.099
H: 2.62 -1.02 -0.73  0.152
H: -0.51 2.24 1.03  0.107
H: 1.02 3.98 0.49  0.073



# 3
# C28H33BrCuN3O2Si

A structure of composition C28H33BrCuN3O2Si (ωB97M-V/def2-TZVPD, the Open Molecules 2025 dataset).

Properties
HOMO level (alpha / beta) ... -10.46 / -10.83 eV
Total charge ... +1
Energy above the lowest of the compared OMol25 structures with the same formula, charge and spin ... 6.1 kJ/mol
Spin multiplicity ... 2
LUMO energy (alpha / beta) ... -1.90 / -4.20 eV

Each line ends with the Löwdin charge.
Atoms and positions in Å:
Cu: 0.34 1.18 -0.41  0.406
C: 4.51 0.38 -1.24  -0.154
Si: 2.79 -0.33 -1.45  0.450
C: 1.95 0.53 -2.88  -0.161
C: 2.83 -2.15 -1.86  -0.139
N: 1.79 -0.01 0.00  -0.014
C: 2.02 -0.57 1.19  -0.272
C: 3.13 -1.42 1.46  -0.021
C: 3.31 -2.00 2.69  -0.063
C: 2.40 -1.76 3.72  -0.043
C: 1.30 -0.94 3.51  -0.008
C: 1.11 -0.35 2.28  -0.211
O: 0.05 0.44 1.99  -0.023
C: -0.94 0.62 2.96  -0.299
C: -0.84 1.69 3.84  0.001
C: -1.86 1.90 4.74  -0.059
C: -2.96 1.06 4.77  -0.073
C: -3.04 -0.01 3.88  -0.058
C: -2.02 -0.24 2.97  -0.016
H: 5.04 0.32 -2.19  0.041
H: 5.11 -0.13 -0.48  0.028
H: 4.45 1.43 -0.95  0.039
H: 2.48 0.30 -3.80  0.047
H: 1.95 1.62 -2.77  0.015
H: 0.92 0.20 -2.99  0.028
H: 3.36 -2.30 -2.80  0.046
H: 1.81 -2.52 -2.00  0.008
H: 3.30 -2.78 -1.11  0.032
H: 3.85 -1.60 0.68  0.081
H: 4.17 -2.64 2.87  0.114
H: 2.54 -2.22 4.69  0.116
H: 0.59 -0.76 4.31  0.126
H: 0.03 2.33 3.79  0.131
H: -1.80 2.74 5.43  0.111
H: -3.76 1.23 5.48  0.109
H: -3.90 -0.66 3.90  0.111
H: -2.07 -1.06 2.26  0.088
O: -1.28 -0.04 -1.26  -0.138
C: -2.53 0.46 -1.73  -0.222
C: -3.34 1.13 -0.64  -0.149
C: -2.56 2.16 0.17  -0.124
C: -1.83 3.16 -0.68  -0.252
C: -2.47 4.28 -1.19  0.002
C: -1.77 5.17 -1.99  -0.033
C: -0.44 4.92 -2.26  -0.038
C: 0.14 3.79 -1.72  -0.101
N: -0.53 2.92 -0.95  0.053
H: -1.33 -1.00 -1.07  0.052
H: -3.11 -0.35 -2.18  0.125
H: -2.31 1.18 -2.53  0.124
H: -3.71 0.37 0.06  0.117
H: -4.21 1.60 -1.11  0.123
H: -1.84 1.65 0.80  0.082
H: -3.25 2.69 0.84  0.131
H: -3.51 4.45 -0.95  0.125
H: -2.27 6.04 -2.40  0.118
H: 0.15 5.59 -2.87  0.114
H: 1.18 3.56 -1.88  0.106
Br: -0.43 -3.41 1.27  0.852
C: -0.40 -3.74 -0.59  -0.736
C: 0.12 -4.94 -1.06  -0.097
C: 0.15 -5.13 -2.43  -0.042
C: -0.34 -4.13 -3.27  -0.046
C: -0.83 -2.97 -2.68  -0.129
N: -0.86 -2.78 -1.36  0.013
H: 0.49 -5.68 -0.37  0.107
H: 0.54 -6.04 -2.85  0.118
H: -0.34 -4.24 -4.34  0.112
H: -1.22 -2.16 -3.29  0.118



Which of these has the highest spin multiplicity?
C28H33BrCuN3O2Si



What is the formula in the first record?
C28H32NO5



What did the third record say?
# C28H33BrCuN3O2Si

A structure of composition C28H33BrCuN3O2Si (ωB97M-V/def2-TZVPD, the Open Molecules 2025 dataset).

Properties
HOMO level (alpha / beta) ... -10.46 / -10.83 eV
Total charge ... +1
Energy above the lowest of the compared OMol25 structures with the same formula, charge and spin ... 6.1 kJ/mol
Spin multiplicity ... 2
LUMO energy (alpha / beta) ... -1.90 / -4.20 eV

Each line ends with the Löwdin charge.
Atoms and positions in Å:
Cu: 0.34 1.18 -0.41  0.406
C: 4.51 0.38 -1.24  -0.154
Si: 2.79 -0.33 -1.45  0.450
C: 1.95 0.53 -2.88  -0.161
C: 2.83 -2.15 -1.86  -0.139
N: 1.79 -0.01 0.00  -0.014
C: 2.02 -0.57 1.19  -0.272
C: 3.13 -1.42 1.46  -0.021
C: 3.31 -2.00 2.69  -0.063
C: 2.40 -1.76 3.72  -0.043
C: 1.30 -0.94 3.51  -0.008
C: 1.11 -0.35 2.28  -0.211
O: 0.05 0.44 1.99  -0.023
C: -0.94 0.62 2.96  -0.299
C: -0.84 1.69 3.84  0.001
C: -1.86 1.90 4.74  -0.059
C: -2.96 1.06 4.77  -0.073
C: -3.04 -0.01 3.88  -0.058
C: -2.02 -0.24 2.97  -0.016
H: 5.04 0.32 -2.19  0.041
H: 5.11 -0.13 -0.48  0.028
H: 4.45 1.43 -0.95  0.039
H: 2.48 0.30 -3.80  0.047
H: 1.95 1.62 -2.77  0.015
H: 0.92 0.20 -2.99  0.028
H: 3.36 -2.30 -2.80  0.046
H: 1.81 -2.52 -2.00  0.008
H: 3.30 -2.78 -1.11  0.032
H: 3.85 -1.60 0.68  0.081
H: 4.17 -2.64 2.87  0.114
H: 2.54 -2.22 4.69  0.116
H: 0.59 -0.76 4.31  0.126
H: 0.03 2.33 3.79  0.131
H: -1.80 2.74 5.43  0.111
H: -3.76 1.23 5.48  0.109
H: -3.90 -0.66 3.90  0.111
H: -2.07 -1.06 2.26  0.088
O: -1.28 -0.04 -1.26  -0.138
C: -2.53 0.46 -1.73  -0.222
C: -3.34 1.13 -0.64  -0.149
C: -2.56 2.16 0.17  -0.124
C: -1.83 3.16 -0.68  -0.252
C: -2.47 4.28 -1.19  0.002
C: -1.77 5.17 -1.99  -0.033
C: -0.44 4.92 -2.26  -0.038
C: 0.14 3.79 -1.72  -0.101
N: -0.53 2.92 -0.95  0.053
H: -1.33 -1.00 -1.07  0.052
H: -3.11 -0.35 -2.18  0.125
H: -2.31 1.18 -2.53  0.124
H: -3.71 0.37 0.06  0.117
H: -4.21 1.60 -1.11  0.123
H: -1.84 1.65 0.80  0.082
H: -3.25 2.69 0.84  0.131
H: -3.51 4.45 -0.95  0.125
H: -2.27 6.04 -2.40  0.118
H: 0.15 5.59 -2.87  0.114
H: 1.18 3.56 -1.88  0.106
Br: -0.43 -3.41 1.27  0.852
C: -0.40 -3.74 -0.59  -0.736
C: 0.12 -4.94 -1.06  -0.097
C: 0.15 -5.13 -2.43  -0.042
C: -0.34 -4.13 -3.27  -0.046
C: -0.83 -2.97 -2.68  -0.129
N: -0.86 -2.78 -1.36  0.013
H: 0.49 -5.68 -0.37  0.107
H: 0.54 -6.04 -2.85  0.118
H: -0.34 -4.24 -4.34  0.112
H: -1.22 -2.16 -3.29  0.118